Here is 14 unconnected molecules or ions with the total composition C5H37NO13 at a distorted geometry from the OMol25 dataset. Energies are from ωB97M-V with the def2-TZVPD basis set.

```
56
Properties=species:S:1:pos:R:3:forces:R:3:lowdin_charge:R:1
H 0.975 -1.794 3.398 -0.100 0.025 -0.019 0.109
H 0.462 1.752 2.780 0.639 0.183 -0.403 0.034
O -0.813 0.797 3.377 6.279 -2.636 3.680 -0.037
H 0.750 2.632 0.795 0.319 -0.021 0.668 0.002
C -1.471 -2.272 -0.201 -1.841 -1.020 0.054 -0.166
H -2.042 -2.834 0.625 0.981 0.875 -1.229 0.114
H -1.958 -3.773 3.167 -0.672 -0.320 0.376 0.030
H 0.059 0.053 -1.357 -0.065 -0.446 1.368 0.106
H 2.243 2.678 -2.421 0.498 1.351 -0.974 0.062
H -1.535 0.920 2.901 -5.562 0.836 -3.467 -0.104
H -2.431 3.573 -0.239 -0.148 0.462 0.083 0.083
H -1.602 -0.569 1.211 0.190 -0.227 -1.788 0.104
H 1.392 0.694 -2.879 0.478 0.681 0.256 -0.005
C -1.403 -0.756 0.099 -0.931 0.542 0.564 -0.171
O 0.194 -1.652 2.844 0.634 0.099 -0.089 -0.039
N 0.869 -1.556 -0.108 -0.830 0.352 -0.365 -0.231
H -0.444 2.815 -0.157 -1.049 -0.142 -0.100 -0.010
H -0.497 -0.168 3.240 -0.757 2.033 0.287 0.054
H 1.721 -1.778 -2.034 -0.376 -0.103 -0.978 0.056
H 0.453 0.451 0.406 -0.732 -0.634 -0.978 0.110
H -2.620 1.743 1.112 -0.780 -1.056 1.328 0.040
O -2.966 1.162 1.886 0.489 0.956 -1.499 -0.094
O -2.898 1.639 -2.559 0.079 -0.524 -0.204 -0.078
H -2.348 0.842 -2.834 -0.557 0.454 0.109 0.023
O 4.066 1.129 -0.307 -1.403 -1.183 -1.041 -0.067
H 2.598 -0.608 -1.003 -0.876 -1.534 0.042 0.089
H 2.241 -0.677 1.299 0.708 0.783 0.532 0.022
H -0.653 -0.331 -3.416 1.453 0.547 -0.633 -0.011
O -2.178 2.654 -0.193 -0.077 -0.403 -1.012 -0.068
H -3.823 1.386 -2.710 0.488 0.115 0.109 0.074
H 1.846 1.404 2.162 0.751 -1.030 0.009 -0.025
O 0.495 2.942 -0.101 1.101 0.388 -0.672 -0.057
H -2.074 -2.539 -1.153 1.048 0.587 1.253 0.124
H -2.387 2.282 -1.109 -0.170 0.102 0.623 0.045
H 1.374 2.292 -1.209 -0.214 0.185 0.276 0.026
H 3.343 0.399 1.037 -0.421 -0.490 0.778 0.022
H -2.166 -0.181 -0.514 0.791 -0.583 1.015 0.112
H 4.487 1.897 0.025 0.502 1.322 0.342 0.042
H -1.457 -1.137 -2.498 -0.395 -0.403 0.339 0.019
O 1.038 0.035 -3.486 -0.819 -0.928 0.075 -0.046
H -0.777 -3.038 2.669 0.145 -0.471 -0.149 -0.018
C 0.011 -0.331 -0.284 1.184 0.500 -0.188 -0.169
H 0.168 -3.264 -1.196 0.327 -0.276 -1.253 0.094
H -3.676 1.676 2.263 -0.301 0.164 0.238 0.048
O -1.232 -3.899 2.566 0.256 0.321 -0.049 -0.080
H 2.702 -2.403 -0.715 -0.202 0.362 -0.080 0.102
H 0.235 -3.503 0.525 -0.511 1.033 -1.059 0.131
O 1.234 2.124 2.261 -1.409 1.050 0.559 -0.079
O 2.037 1.943 -1.885 -0.412 -1.286 0.796 -0.065
C -0.022 -2.740 -0.295 0.559 -0.834 2.446 -0.182
O -1.560 -0.566 -3.260 -1.189 -0.274 0.166 -0.030
C 2.016 -1.597 -1.030 1.248 1.013 1.457 -0.075
H 0.555 -1.510 1.943 0.005 -0.137 -0.132 0.044
H 3.271 1.401 -0.874 1.267 0.130 0.618 0.030
H 1.402 0.167 -4.346 0.470 0.267 -0.796 0.059
O 2.795 -0.005 1.782 -0.092 -0.756 -1.291 -0.100
```
Forces are in eV/Å.

LUMO in eV: 0.222
M in g mol⁻¹: 319.345
Frontier orbital gap in eV: 9.462
Max |F| in eV Å⁻¹: 7.7
ΔE to the lowest compared entry with this formula, charge and spin in eV: 1.214

---

Here is 8 unconnected molecules or ions with the total composition C15H40F12N6O8P2 at a distorted geometry from the OMol25 dataset. Energies are from ωB97M-V with the def2-TZVPD basis set.

```
83
Properties=species:S:1:pos:R:3:forces:R:3:lowdin_charge:R:1
F 1.448 5.953 -3.464 0.486 1.165 1.005 -0.160
F -3.458 -1.528 0.765 -0.684 -1.033 -0.367 -0.199
O -0.436 -5.297 -4.447 0.168 -0.164 0.750 -0.069
H -3.083 -7.104 -2.729 0.681 0.094 -0.803 0.168
N 0.910 -0.042 -2.348 -2.116 -1.108 2.278 0.133
C 4.301 4.899 4.278 0.199 0.606 0.746 0.029
H -3.912 -4.853 -1.831 0.273 -0.168 -0.502 0.092
H 0.659 -7.859 0.123 -0.035 -0.180 0.156 0.095
H 0.380 8.909 1.238 -0.154 0.390 -0.077 0.100
O 3.212 -6.199 0.702 -2.002 0.072 1.230 0.173
C -4.896 -5.294 -1.671 0.189 -0.169 -1.460 0.038
C -0.650 9.044 0.908 -0.042 -1.220 -0.310 0.056
N 4.991 5.936 3.396 -0.516 -1.942 0.200 0.101
N -1.080 7.685 0.345 0.462 -0.061 0.399 0.094
H 1.499 2.131 -0.838 -0.702 -0.055 -0.389 0.087
C -3.963 -8.975 -2.319 0.722 0.809 -0.068 0.034
F -3.161 -3.353 2.216 0.600 0.408 -0.386 -0.204
H -5.612 -4.569 -2.059 -0.195 -0.216 0.455 0.106
H 2.728 -5.304 3.398 -0.137 -0.259 -0.509 0.100
H 5.719 6.656 0.208 -0.136 0.290 0.216 0.105
C 1.574 -7.945 0.709 -0.157 0.259 1.237 0.031
O -0.442 -5.081 -2.296 -1.896 -1.627 2.683 -0.126
H -3.879 -9.187 -3.385 -0.121 0.113 0.117 0.114
H 4.948 4.030 4.395 -0.533 -0.152 -0.616 0.115
F -0.097 3.451 -4.810 0.799 0.678 0.331 -0.203
H 3.281 4.804 3.904 0.363 -0.698 -0.238 0.112
H 1.240 -4.381 3.623 -0.146 -0.121 -0.193 0.099
H -4.886 -5.404 -0.587 -0.732 -0.302 0.066 0.108
N -3.794 -7.491 -2.125 -1.198 0.375 -1.202 0.073
H -2.004 7.839 -0.033 -0.960 -0.623 0.376 0.177
H -1.330 9.265 1.731 0.178 0.233 -0.164 0.112
C 4.792 6.461 0.748 -0.696 -0.897 2.133 0.050
O -6.062 -7.172 -2.885 3.759 1.725 1.175 0.165
C -0.813 6.437 1.230 2.410 -2.020 0.135 -0.309
H 4.470 6.787 3.556 0.059 0.655 -0.647 0.167
H -2.879 6.113 2.156 0.055 0.813 -0.800 0.101
H 0.231 -5.767 1.665 -0.478 0.229 0.056 0.165
F -3.323 -0.102 2.429 -1.561 0.295 1.231 -0.196
O 0.359 6.065 1.291 -3.534 1.972 -0.241 0.126
H -3.470 -7.154 -1.230 -0.012 -0.496 0.779 0.158
H -4.957 -9.251 -1.966 0.423 -0.196 0.247 0.108
C -1.968 5.651 1.777 -0.494 -0.414 1.101 0.026
C 1.348 -0.081 -0.865 0.008 -1.129 1.955 -0.327
F -4.884 -1.946 2.602 1.414 0.824 0.087 -0.168
C 5.047 5.425 1.933 -0.420 -2.379 -4.403 -0.288
H 4.192 5.317 5.279 0.214 0.286 -0.044 0.107
O 1.623 -1.160 -0.358 -0.779 3.347 -1.988 0.149
F 1.812 3.708 -3.617 0.553 0.045 -0.360 -0.196
C 1.240 1.298 -0.184 1.124 -0.830 0.097 0.024
H 0.285 1.374 0.337 -0.168 0.103 -0.358 0.102
O 0.991 -4.064 -3.398 1.771 1.203 -0.655 -0.065
F -0.581 5.652 -4.603 0.305 0.321 0.371 -0.174
H 4.054 6.006 0.088 0.395 -0.514 -0.114 0.095
H 1.346 0.743 -2.810 0.408 -0.064 -0.822 0.167
H -3.077 -9.366 -1.820 -0.552 -0.668 0.134 0.104
H -0.767 9.689 0.038 0.230 0.417 0.492 0.117
H 2.292 -8.637 0.267 0.266 0.863 -0.577 0.108
H 1.131 -1.005 -2.558 0.583 -0.372 -1.548 0.157
H 1.438 -8.449 1.666 -0.859 0.042 0.242 0.096
P 0.682 4.753 -4.135 -1.355 -0.564 -2.463 0.158
H -0.553 7.482 -0.492 0.785 -0.066 -0.539 0.174
F -2.865 -1.877 3.943 -1.150 0.187 -0.409 -0.180
H 1.443 -4.674 1.266 -0.312 0.619 -0.273 0.165
C -0.668 0.110 -2.409 0.889 0.703 0.181 0.084
H 1.194 -6.138 3.886 0.119 -0.009 -0.286 0.099
H -2.256 4.818 1.136 0.052 0.305 -0.713 0.118
N 0.052 -4.841 -3.384 -0.421 0.513 -2.201 -0.697
F 1.446 5.194 -5.545 -0.473 -1.567 1.229 -0.179
N 1.207 -5.525 1.758 2.098 -1.059 1.632 0.140
O 5.180 4.237 1.648 -0.177 3.921 2.631 0.153
H 1.999 1.378 0.594 0.004 -0.520 0.127 0.088
C 2.117 -6.570 1.038 2.327 -0.375 -1.910 -0.355
H -1.017 0.364 -3.410 0.614 0.065 -0.053 0.108
F -0.095 4.503 -2.719 -0.338 -0.296 0.622 -0.228
H -0.818 0.959 -1.743 -0.564 -0.226 -0.140 0.086
H 5.939 6.068 3.716 0.579 0.212 0.178 0.182
H -1.702 5.090 2.673 0.927 0.157 0.013 0.104
C -5.071 -6.639 -2.408 -2.919 -0.548 0.894 -0.291
C 1.643 -5.339 3.297 -0.830 0.166 -1.028 0.076
H -1.186 -0.798 -2.099 0.561 0.001 0.347 0.112
H 4.225 7.303 1.145 0.747 0.588 -0.075 0.071
F -1.702 -1.438 2.114 1.702 -1.450 -0.424 -0.219
P -3.273 -1.727 2.368 0.053 0.687 0.021 0.172
```
Forces are in eV/Å.

LUMO in eV: -5.781
M in g mol⁻¹: 722.443
Net charge: +2
Frontier orbital gap in eV: 5.073
Max |F| in eV Å⁻¹: 5.0
ΔE to the lowest compared entry with this formula, charge and spin in eV: 2.894

---

frontier orbital gap of number 1 (C5H37NO13)?
9.462 eV

---

Among the records above, which one has the highest ΔE to the lowest compared entry with this formula, charge and spin?
C15H40F12N6O8P2